{"formula": "C33H71N5O24S7", "method": "ωB97M-V/def2-TZVPD", "symbols": ["C", "N", "O", "O", "H", "H", "H", "C", "N", "O", "O", "H", "H", "H", "C", "N", "O", "O", "H", "H", "H", "C", "N", "O", "O", "H", "H", "H", "C", "N", "O", "O", "H", "H", "H", "O", "S", "O", "C", "C", "C", "C", "H", "H", "H", "H", "H", "H", "H", "H", "O", "S", "O", "C", "C", "C", "C", "H", "H", "H", "H", "H", "H", "H", "H", "O", "S", "O", "C", "C", "C", "C", "H", "H", "H", "H", "H", "H", "H", "H", "O", "S", "O", "C", "C", "C", "C", "H", "H", "H", "H", "H", "H", "H", "H", "O", "S", "O", "C", "C", "C", "C", "H", "H", "H", "H", "H", "H", "H", "H", "O", "S", "O", "C", "C", "C", "C", "H", "H", "H", "H", "H", "H", "H", "H", "O", "S", "O", "C", "C", "C", "C", "H", "H", "H", "H", "H", "H", "H", "H"], "coordinates": [[-5.08038, 0.44713, 0.95366], [-4.67507, -0.91383, 0.52866], [-3.73979, -1.51062, 1.03726], [-5.34281, -1.45569, -0.36242], [-4.27550, 1.18190, 0.93448], [-5.48473, 0.47680, 1.96545], [-5.88481, 0.74729, 0.28217], [4.58963, 1.53475, -0.03627], [5.94586, 0.99091, -0.56808], [5.85810, 0.63538, -1.71797], [6.89607, 0.91472, 0.17699], [3.80856, 0.89693, -0.45006], [4.54118, 2.53984, -0.45524], [4.54466, 1.31845, 1.03111], [-0.28435, -0.01176, -1.06055], [-1.45675, 0.61333, -0.31932], [-2.44933, 0.90933, -1.09016], [-1.32202, 0.98436, 0.87434], [-0.05816, -1.07799, -1.05126], [0.50826, 0.51287, -0.52705], [-0.58099, 0.25263, -2.07554], [-3.38702, -0.36040, -5.49294], [-3.88388, 0.13496, -6.84082], [-4.53642, -0.70215, -7.48113], [-3.62130, 1.29638, -7.13746], [-3.39728, 0.50354, -4.82840], [-2.44316, -0.87585, -5.67057], [-3.96684, -1.18276, -5.07385], [-6.20844, 3.97467, -3.51134], [-5.06679, 2.98607, -3.27970], [-4.41425, 2.55762, -4.30081], [-4.97240, 2.48914, -2.17234], [-6.79850, 4.07795, -2.60071], [-6.78200, 3.85693, -4.43072], [-5.67747, 4.92639, -3.53178], [-0.54607, 4.03255, 0.07682], [-1.65134, 4.92971, -0.09828], [-2.22063, 5.31799, -1.41765], [-3.08850, 4.08133, 0.88810], [-2.84898, 4.57549, 2.31784], [-2.64342, 6.06726, 2.21657], [-1.56698, 6.39145, 1.09794], [-3.12374, 3.01085, 0.68578], [-4.03016, 4.47516, 0.50564], [-3.73859, 4.29258, 2.88057], [-2.08061, 4.08498, 2.91542], [-2.29519, 6.52028, 3.14480], [-3.61735, 6.48742, 1.96552], [-0.50981, 6.50649, 1.33721], [-1.82791, 7.30975, 0.57186], [1.17848, 0.56780, 1.99463], [1.33710, 1.37297, 3.23620], [1.66814, 0.80349, 4.52657], [2.52902, 2.78989, 2.96041], [2.05198, 3.82012, 3.99473], [0.50329, 3.75410, 4.22380], [-0.14716, 2.52587, 3.53742], [2.45778, 3.01930, 1.89721], [3.55504, 2.42194, 2.96079], [2.67005, 3.73917, 4.88890], [2.28808, 4.81115, 3.60716], [-0.03672, 4.67966, 4.02423], [0.38025, 3.56575, 5.29033], [-0.43215, 2.83547, 2.53193], [-0.92382, 1.86514, 3.92258], [-1.51832, -5.25450, 4.50903], [-1.29535, -4.64506, 3.17210], [-1.71585, -5.38421, 1.97611], [-2.17553, -3.00863, 3.34124], [-1.07623, -1.93609, 3.30046], [0.28820, -2.55490, 3.41192], [0.36224, -4.02075, 3.04721], [-2.62391, -2.97747, 4.33426], [-2.91623, -3.06036, 2.54325], [-1.13602, -1.41315, 2.34596], [-1.10355, -1.14715, 4.05208], [0.49861, -2.46558, 4.47768], [1.07009, -1.97865, 2.91726], [1.15195, -4.63827, 3.47515], [0.50527, -3.92428, 1.97095], [2.06292, -1.69339, 0.00902], [3.23561, -2.40264, -0.50852], [4.49981, -1.79777, -0.32066], [3.22889, -4.09954, 0.06208], [2.69511, -4.91469, -1.10176], [2.24917, -4.07070, -2.29108], [2.99340, -2.77341, -2.30541], [2.74435, -4.23956, 1.02837], [4.30966, -4.23762, 0.09338], [3.42311, -5.69489, -1.32404], [1.86526, -5.36521, -0.55725], [1.17295, -4.00321, -2.45014], [2.59816, -4.54139, -3.21019], [2.41596, -1.94903, -2.72381], [3.98045, -2.89607, -2.75127], [6.40868, -3.04926, 4.33718], [5.92145, -2.24117, 3.19873], [5.54151, -2.92228, 1.95284], [4.40724, -1.12559, 3.68384], [5.17516, -0.00146, 4.33673], [6.44225, 0.47976, 3.63177], [7.03611, -0.79307, 2.95222], [3.78768, -1.71572, 4.35910], [3.99552, -0.63075, 2.80422], [4.60277, 0.91452, 4.48326], [5.55048, -0.50027, 5.23028], [7.26034, 0.88197, 4.22931], [6.30036, 1.35637, 2.99969], [8.02156, -1.11560, 3.28830], [6.98069, -0.76528, 1.86398], [1.61585, 4.66123, -3.31001], [1.38885, 3.19341, -3.30188], [2.10857, 2.30646, -2.32969], [-0.48966, 2.98314, -3.23955], [-0.77932, 1.89745, -4.34972], [0.27283, 2.24121, -5.53642], [1.66419, 2.41758, -4.97797], [-0.80586, 3.98178, -3.54094], [-0.78230, 2.75920, -2.21373], [-0.75743, 0.85016, -4.04838], [-1.82335, 1.93383, -4.66082], [-0.16607, 3.10610, -6.03384], [0.19572, 1.47017, -6.30300], [2.36765, 3.10941, -5.44124], [2.06577, 1.43172, -4.74362], [-0.91538, -3.23304, -1.23335], [-1.62953, -4.10860, -2.15508], [-1.39882, -4.06980, -3.61937], [-1.49525, -5.88008, -1.45147], [-2.81642, -6.55525, -1.47305], [-3.85328, -5.34796, -0.99856], [-3.41801, -4.11710, -1.89084], [-1.08571, -5.90678, -0.44169], [-0.72283, -6.40830, -2.01045], [-3.24234, -6.82609, -2.43915], [-2.74412, -7.45186, -0.85745], [-3.53197, -5.23470, 0.03683], [-4.90266, -5.56022, -1.20309], [-3.95966, -3.20429, -1.64287], [-3.77361, -4.44737, -2.86683]], "forces_ev_per_a": [[-0.67, 0.90, 0.03], [-0.05, -2.01, -1.06], [-0.23, 1.26, 0.36], [0.24, 1.21, 0.81], [0.31, -0.61, -0.34], [0.17, -0.69, 0.05], [0.29, -0.06, -0.04], [0.79, -1.15, -0.28], [-2.62, -0.15, 0.30], [1.11, 0.01, -0.21], [0.24, 0.12, -0.22], [0.24, 0.19, -0.43], [-0.25, 0.02, 0.65], [0.36, 0.88, 0.06], [-0.32, 1.01, 0.47], [-1.76, 0.82, -0.03], [2.38, -0.73, 3.05], [-1.13, -1.13, -3.34], [-0.89, -0.10, 0.89], [0.53, -0.02, -0.89], [0.90, 0.23, 0.10], [0.03, -0.11, -0.08], [-0.72, -1.04, 0.59], [0.97, 1.78, 0.24], [-0.41, -1.58, -0.11], [0.43, -0.27, -0.10], [0.41, 0.74, -0.02], [-0.72, 0.38, -0.48], [1.31, 1.17, 0.70], [-0.09, -2.86, -2.35], [-1.81, 1.95, 2.93], [0.22, 0.95, -0.75], [-0.05, -0.77, -0.18], [0.44, -0.56, 0.18], [0.02, 0.14, -0.47], [0.98, 0.32, -0.36], [-4.60, -0.08, 0.08], [1.71, -0.45, 2.08], [1.31, 0.87, -0.55], [-0.58, -1.06, 0.09], [1.14, 0.44, -0.39], [-0.75, -0.56, -0.73], [0.69, 0.05, 0.09], [0.10, 0.36, -0.05], [-0.30, 0.50, 0.16], [0.43, -0.09, -0.69], [-0.16, -0.06, 0.08], [0.24, 0.41, -0.23], [-0.14, -0.38, 0.66], [-0.16, -0.26, -0.29], [0.57, 1.19, 2.78], [-0.40, 1.06, -2.09], [-0.10, -0.46, -0.35], [-0.99, -1.25, -0.41], [0.47, 0.62, -1.27], [-0.20, -1.62, 1.73], [2.11, -0.30, -1.88], [-0.81, 0.55, 0.02], [0.00, -0.11, 1.02], [-0.53, -0.29, 0.22], [0.02, 0.06, -0.08], [0.24, -0.07, -0.38], [-0.05, 0.31, 0.18], [-0.08, -0.38, -0.21], [0.08, 0.52, 0.67], [0.78, 0.30, -2.06], [-2.00, -0.68, 2.58], [0.64, 0.80, 0.95], [0.92, -0.49, 0.15], [-0.61, 0.54, -2.09], [1.33, -0.03, 2.53], [-0.15, 0.75, -2.04], [-0.19, -0.65, -0.21], [0.12, 0.61, 0.11], [-0.11, 0.07, -0.14], [-0.64, -0.24, 0.15], [0.48, -0.15, 0.20], [-0.18, -0.03, -0.24], [-0.42, 0.05, 0.27], [0.15, -0.80, -0.37], [0.61, -0.67, -0.46], [-2.41, 0.53, -0.36], [1.53, 0.89, 0.11], [1.72, 0.97, -0.89], [-1.08, -0.79, 1.58], [0.21, -0.95, -1.53], [-0.20, 0.62, 1.53], [0.15, 0.26, -0.22], [-0.01, -0.24, 0.80], [-0.20, 0.08, -0.33], [-0.47, -0.70, -1.03], [0.13, 0.32, 0.60], [-0.18, -0.51, -0.02], [0.31, 0.08, -0.02], [-0.03, 0.34, 0.09], [-0.79, 1.27, -1.42], [-1.75, -0.09, 0.44], [1.04, 0.58, 1.49], [2.47, 0.24, -0.85], [0.66, 0.42, 1.80], [1.06, -1.34, -1.02], [-0.57, -0.41, -1.06], [-0.21, 0.34, -0.35], [-0.66, -1.27, -0.45], [-0.51, -0.48, 0.76], [-0.26, 0.84, 0.84], [-0.46, -0.30, 1.01], [-0.43, -0.57, -0.90], [-0.10, 0.18, -0.01], [0.45, 0.34, -0.05], [0.09, -2.39, -0.07], [0.11, -0.12, 1.28], [-1.37, 1.83, -1.53], [1.39, -1.18, -0.98], [0.86, 1.11, -0.12], [-2.26, -0.34, 0.24], [-0.65, 0.45, 1.46], [-0.27, -0.18, 0.04], [0.07, -0.03, -0.18], [0.87, 0.06, 0.48], [0.14, 0.78, -0.42], [0.44, 0.40, 0.14], [0.34, -0.22, 0.13], [-0.16, -0.33, -0.38], [0.42, 0.26, -0.05], [-0.31, -0.18, -0.95], [-0.60, -1.73, 0.45], [0.03, 0.11, 2.34], [1.66, 0.37, -1.09], [-2.51, 1.77, -0.20], [2.98, -0.78, -0.33], [-1.18, -1.49, -0.15], [-0.30, 0.90, 0.21], [-0.05, 0.14, -0.53], [0.73, -0.25, -0.34], [-0.53, 0.23, 0.27], [-0.89, 0.48, 0.23], [0.18, -0.08, 0.44], [0.68, 0.23, 0.23], [0.05, 0.39, -0.36]], "smiles": "C[N+](=O)[O-].C[N+](=O)[O-].C[N+](=O)[O-].C[N+](=O)[O-].C[N+](=O)[O-].O=S1(=O)CCCC1.O=S1(=O)CCCC1.O=S1(=O)CCCC1.O=S1(=O)CCCC1.O=S1(=O)CCCC1.O=S1(=O)CCCC1.O=S1(=O)CCCC1", "de_lowest_kcal_mol": 2.2, "charge": 0, "homo_ev": -9.73, "homo_lumo_gap_ev": 9.18, "total_energy_ev": -167787.7590}

=====

{"formula": "C31H52BrN3OP2Re", "method": "ωB97M-V/def2-TZVPD", "symbols": ["N", "C", "C", "C", "C", "C", "C", "Re", "P", "C", "C", "C", "C", "C", "C", "C", "Br", "H", "H", "H", "H", "H", "H", "H", "H", "H", "H", "P", "C", "C", "H", "H", "H", "H", "H", "C", "C", "H", "H", "H", "H", "H", "C", "C", "H", "H", "H", "H", "H", "C", "C", "H", "H", "H", "H", "H", "C", "C", "H", "H", "H", "H", "H", "C", "C", "H", "H", "H", "H", "H", "C", "N", "C", "C", "C", "N", "C", "C", "O", "H", "H", "H", "H", "H", "H", "H", "H", "H", "H", "H", "H"], "coordinates": [[2.94459, 6.11185, -4.20013], [3.82021, 5.16363, -3.88583], [3.41951, 3.86337, -3.54177], [2.04687, 3.55151, -3.54981], [1.13095, 4.54498, -3.90111], [1.64804, 5.83420, -4.17411], [1.68483, 2.09712, -3.15888], [0.36171, 1.46801, -1.82154], [-3.31754, -1.65563, -0.06817], [0.56120, 1.40310, -3.78304], [0.44292, 0.04512, -3.30220], [-0.85767, -0.48943, -3.19986], [-1.14114, -1.44622, -2.23839], [-0.14373, -2.04597, -1.42240], [1.03126, -1.26461, -1.30802], [1.38869, -0.26163, -2.28994], [-0.49296, -3.42393, -0.25573], [2.65598, 1.56568, -3.21360], [0.07883, 1.75783, -4.67998], [4.18253, 3.12828, -3.29946], [0.05084, 4.38393, -3.95754], [4.88212, 5.42181, -3.90430], [0.97056, 6.66651, -4.38405], [-1.61287, -0.11312, -3.89591], [2.45653, -0.18379, -2.53637], [-2.19459, -1.58287, -2.03161], [1.76756, -1.42473, -0.52200], [-0.42866, 2.28142, 0.27971], [-3.62423, -3.22989, -1.09747], [-4.95527, -3.95926, -1.06685], [-2.81397, -3.90696, -0.79608], [-3.43100, -2.96390, -2.14259], [-4.90952, -4.81133, -1.76671], [-5.23194, -4.34876, -0.08047], [-5.74921, -3.31308, -1.44146], [-4.91304, -0.89303, -0.72777], [-6.25840, -1.27989, -0.12546], [-4.90755, -1.11739, -1.80956], [-4.76624, 0.19261, -0.61207], [-7.03626, -0.64760, -0.56425], [-6.56652, -2.30784, -0.33176], [-6.27757, -1.15417, 0.96198], [-3.90991, -2.53081, 1.52044], [-3.53501, -3.97159, 1.85083], [-5.00211, -2.46893, 1.48074], [-3.57827, -1.87495, 2.33378], [-4.23086, -4.35043, 2.62074], [-3.61761, -4.65795, 1.00960], [-2.52372, -4.06326, 2.28611], [0.16964, 1.28941, 1.71205], [0.00432, 1.99273, 3.05873], [1.22238, 1.00495, 1.53089], [-0.39529, 0.34385, 1.67611], [0.52447, 2.95678, 3.09126], [-1.05384, 2.16887, 3.29176], [0.41822, 1.36923, 3.85898], [-2.21995, 2.54447, 0.39466], [-2.86716, 3.34549, -0.73212], [-2.40062, 3.02436, 1.36396], [-2.65170, 1.53623, 0.45042], [-2.57756, 4.40284, -0.71283], [-2.63353, 2.94274, -1.72516], [-3.95863, 3.30720, -0.61508], [0.35470, 3.92572, 0.44241], [1.70482, 3.89484, -0.21422], [0.40375, 4.18206, 1.50720], [-0.31300, 4.64889, -0.03139], [1.79829, 4.72304, -0.92466], [2.51228, 3.99434, 0.52045], [1.87713, 2.95772, -0.79226], [3.08214, -3.48461, 0.62512], [3.64666, -2.96918, 1.84241], [3.98259, -3.92643, 2.86033], [4.96908, -3.30006, 3.80328], [4.37122, -2.03800, 4.38319], [3.90892, -1.17628, 3.32275], [3.61403, 0.19566, 3.62907], [3.42759, -1.63863, 2.12338], [2.87299, -0.87985, 1.30338], [1.97691, -3.44865, 0.63221], [3.40431, -4.52693, 0.51070], [3.44126, -2.90554, -0.23662], [3.09130, -4.25739, 3.41456], [4.41440, -4.79304, 2.36657], [5.88350, -3.04598, 3.26225], [5.22851, -3.99328, 4.60713], [5.10412, -1.47809, 4.97429], [3.54139, -2.30484, 5.06243], [2.54406, 0.35552, 3.82363], [4.18628, 0.49794, 4.50636], [3.89170, 0.82388, 2.77675]], "forces_ev_per_a": [[-0.05, 0.19, 0.30], [-0.20, -0.71, 0.00], [-0.28, 0.35, 0.01], [-0.06, -0.62, 0.45], [0.20, 0.46, 0.23], [-0.39, -0.52, -0.13], [2.45, 1.63, -3.54], [-1.90, 0.89, 3.64], [-3.16, -2.97, 0.09], [1.61, 0.30, -2.87], [-0.22, -1.04, -1.91], [0.66, 0.90, -0.52], [-0.81, -0.80, 0.87], [0.61, 2.01, 0.13], [0.09, -0.71, -0.40], [0.84, -2.39, 0.17], [0.35, 0.29, -0.10], [-0.57, 0.14, 0.59], [-0.67, 0.28, 0.14], [-0.16, 0.03, 0.02], [0.30, -0.01, 0.04], [-0.35, -0.01, -0.06], [0.18, -0.30, -0.06], [-0.08, -0.05, 0.47], [-0.37, 0.16, 0.52], [0.28, -0.91, -0.50], [-0.19, -0.11, 0.09], [-0.57, 1.51, 2.24], [1.59, 0.04, -0.21], [-0.51, -0.13, -0.31], [-0.61, 0.01, -0.38], [0.02, -0.15, -0.09], [0.15, 0.27, 0.33], [-0.02, 0.21, -0.33], [0.15, -0.41, -0.04], [0.57, 1.31, -0.12], [-0.41, -0.16, 0.44], [0.12, 0.19, 0.34], [-0.33, -0.17, -0.23], [0.17, 0.09, 0.12], [0.15, 0.44, 0.21], [-0.15, 0.25, -0.26], [0.45, 0.92, 0.73], [0.59, -0.22, 0.25], [0.31, 0.17, -0.18], [-0.31, -0.18, 0.11], [0.27, 0.26, -0.26], [0.08, 0.05, 0.13], [-0.33, 0.07, -0.21], [0.11, -0.48, -0.27], [-0.24, 0.19, 0.13], [-0.32, 0.20, -0.06], [0.07, 0.19, 0.05], [-0.07, -0.27, 0.06], [0.28, -0.04, 0.01], [-0.14, 0.09, -0.16], [-0.22, -0.54, 0.36], [-0.07, 0.25, -0.07], [0.00, -0.06, -0.08], [-0.07, 0.11, 0.05], [-0.05, -0.24, -0.02], [-0.01, -0.02, 0.01], [0.32, 0.04, -0.06], [-0.95, -0.28, 0.26], [0.96, 0.68, -0.15], [-0.10, 0.03, -0.28], [0.02, -0.01, 0.06], [0.18, -0.27, 0.05], [-0.03, -0.24, -0.30], [0.30, 0.10, 0.16], [0.05, -0.41, -0.81], [-1.00, 0.57, 0.30], [0.71, -0.56, 0.61], [0.47, 0.05, 0.30], [0.73, -0.51, 0.46], [-0.81, -0.05, 0.36], [0.37, 0.85, 0.16], [-0.32, 0.59, -1.95], [0.45, -0.92, 0.95], [0.54, 0.06, 0.22], [-0.14, 0.34, 0.00], [-0.03, -0.08, 0.26], [-0.15, 0.07, -0.26], [-0.05, -0.11, 0.02], [0.07, -0.11, 0.06], [-0.03, 0.10, -0.10], [-0.17, -0.05, -0.05], [-0.10, 0.32, -0.18], [0.14, -0.26, -0.07], [-0.11, -0.08, -0.07], [-0.06, -0.13, 0.06]], "s_squared": 3.85, "de_lowest_kcal_mol": 50.0, "charge": 4, "homo_ev": [-18.27, -18.27], "homo_lumo_gap_ev": [3.28, 3.42], "total_energy_ev": -130210.1293, "multiplicity": 4}

=====

{"formula": "C2H10N2O2", "method": "ωB97M-V/def2-TZVPD", "symbols": ["N", "C", "O", "H", "H", "H", "H", "H", "N", "C", "O", "H", "H", "H", "H", "H"], "coordinates": [[1.90727, 0.25697, 2.29744], [1.04944, -0.00853, 1.20415], [1.54492, 0.45682, -0.07996], [2.82058, -0.16753, 2.29195], [1.88704, 1.19781, 2.64744], [0.93280, -1.08469, 1.06925], [0.08734, 0.45856, 1.39670], [2.26647, 1.05294, 0.14241], [-1.85768, 0.72695, -0.79357], [-1.40858, -0.58735, -1.08444], [-1.59733, -0.88490, -2.51581], [-1.51358, 1.34972, -1.51357], [-2.86856, 0.74674, -0.78450], [-0.35546, -0.75348, -0.88169], [-2.03770, -1.33252, -0.59209], [-0.85695, -1.42752, -2.80370]], "forces_ev_per_a": [[-0.12, -0.15, 0.30], [0.36, -0.09, -0.50], [0.01, 0.01, 0.39], [-0.03, 0.07, -0.10], [0.14, 0.09, 0.01], [-0.13, 0.01, 0.19], [-0.15, -0.01, -0.07], [-0.02, 0.10, -0.19], [0.14, -0.18, 0.25], [-0.56, -0.91, -1.44], [0.18, 0.22, 0.41], [-0.03, 0.16, 0.11], [0.02, 0.16, -0.13], [0.02, 0.28, 0.27], [0.20, 0.23, 0.52], [-0.03, 0.03, -0.04]], "smiles": "NCO.NCO", "de_lowest_kcal_mol": 19.1, "charge": 0, "homo_ev": -9.57, "homo_lumo_gap_ev": 10.48, "total_energy_ev": -9310.7406}